Molecular formula: C27H31Br2CaFIN8O4S
Method: DFT, wB97M-V/def2-TZVPD

**HOMO energy**: -10.3656 eV
**F_max**: 4.02 eV/A
**Lowest unoccupied orbital energy**: -0.082 Eh
**Total charge**: +1
**Orbital gap**: 8.13 eV
**Electronic energy**: -228787.628 eV
**Energy relative to the best compared isomer or geometry (same formula, charge and spin)**: 1.3130 eV

Structure (XYZ):
```
76
Properties=species:S:1:pos:R:3:forces:R:3:mulliken_charge:R:1
Ca 1.065956 1.023120 0.905347 0.180 -0.289 -0.417 1.95
C 3.756807 3.271928 4.006757 1.398 0.467 0.178 -1.23
C 3.633309 2.302562 2.867010 -0.884 -1.730 -1.387 0.40
O 2.526845 2.055086 2.286065 2.432 0.905 1.457 -0.67
N 4.789793 1.657143 2.467426 -1.037 1.513 0.864 -0.03
C 4.758434 0.691278 1.404725 -1.035 -0.203 -2.189 -1.25
C 4.516080 1.289067 -0.057730 -1.520 -0.103 1.553 0.89
C 5.506195 2.068910 -0.617069 0.724 0.189 -1.321 -0.78
C 5.265777 2.697764 -1.847361 -1.257 -0.456 -0.938 -0.32
C 3.999660 2.503745 -2.473119 1.386 -0.016 -0.825 -0.74
C 3.077127 1.719904 -1.830550 -0.662 -0.578 0.381 -0.01
N 3.281669 1.132496 -0.626227 0.805 0.736 0.120 -0.11
H 3.925734 4.289363 3.531138 -0.062 -1.083 0.813 0.27
H 4.648254 2.946488 4.634277 -0.997 0.813 -0.740 0.36
H 2.892659 3.326352 4.682430 0.114 -0.195 -0.589 0.30
H 5.636900 1.878104 2.980915 -0.236 -0.145 -0.338 0.23
H 3.986478 -0.002355 1.657106 -1.131 -0.335 -0.239 0.21
H 5.576336 -0.002326 1.338933 1.109 0.422 0.406 0.62
H 6.523428 2.048691 -0.214018 -0.467 0.286 0.121 0.40
H 6.003918 3.247859 -2.434759 0.065 -0.146 0.612 0.39
H 3.771357 2.751772 -3.554360 0.515 0.255 1.614 0.33
H 2.116713 1.561046 -2.365198 0.508 -0.215 0.828 0.31
Br -2.701931 -1.175415 4.746156 0.141 -0.778 0.143 -0.06
C -3.736420 0.381460 5.016943 -1.526 0.615 -0.196 -0.44
Br -5.536166 0.164842 5.966329 1.347 -0.109 -1.024 -0.11
H -3.891864 0.792049 3.974930 -0.087 -0.036 1.702 0.28
H -3.231405 0.986378 5.762650 0.098 0.277 -0.588 0.34
N -0.973815 0.938475 2.525378 -0.412 0.052 -1.678 -0.19
N -0.694625 2.195428 3.123122 -0.322 0.168 -0.294 -0.09
C -0.709106 3.274548 2.274171 1.012 1.382 2.090 0.49
N -0.440241 4.456405 2.920670 -0.318 -1.688 -0.357 -0.48
S -0.950594 3.348066 0.625050 -0.168 -0.995 -0.032 -0.29
H -1.810869 1.100518 1.924959 0.724 -0.258 0.503 0.30
H -1.210286 0.193878 3.168605 0.118 0.208 0.617 -0.13
H -0.243220 2.180877 4.052726 -0.470 0.180 -1.096 0.28
H -0.216615 4.452775 3.897296 -0.030 0.451 0.130 0.18
H -0.401323 5.258058 2.331579 0.148 0.543 0.084 0.18
C -0.051295 -6.377281 -0.602066 0.317 1.475 1.379 -1.30
C -1.152357 -5.513314 -1.281495 1.534 -0.539 1.042 0.06
C -1.326552 -5.839042 -2.748242 -0.639 -1.963 0.522 -0.73
C -2.475519 -5.000355 -3.235108 -1.158 -0.280 -1.014 -1.00
C -2.114547 -3.556433 -3.167891 -0.482 0.827 -0.391 0.87
C -2.659934 -2.618728 -4.065245 0.383 -1.245 0.554 -0.79
C -2.121333 -1.331367 -4.004838 -0.734 0.870 -0.563 0.08
F -2.417182 -0.389954 -4.973892 -0.056 -1.049 0.925 -0.33
C -1.364055 -0.911891 -2.948242 0.450 0.307 0.166 -0.78
C -0.903697 -1.815037 -1.964639 -1.010 0.404 -1.231 0.19
C -0.178607 -1.318976 -0.821834 0.513 0.550 -0.362 1.71
O -0.006259 -0.059310 -0.734756 0.117 -1.021 0.237 -0.88
C 0.212594 -2.318086 0.112052 -1.502 -0.147 0.302 0.03
C -0.378511 -3.578208 0.031889 -0.030 -0.322 -0.507 -0.36
N -0.875435 -4.079625 -1.125028 0.087 1.643 -0.003 0.21
C -1.262200 -3.149301 -2.126645 0.515 -0.740 0.516 -0.36
C 0.840649 -2.002395 1.409668 1.021 -1.133 3.421 -0.11
O 0.589392 -2.775201 2.397731 0.423 1.980 -2.290 -0.79
O 1.684253 -1.011742 1.451011 -1.141 -0.766 -0.115 -0.72
H 0.976947 -6.042470 -0.832376 -0.483 -0.162 -0.473 0.34
H -0.191337 -7.407898 -0.917505 0.049 -0.088 0.422 0.41
H -0.073008 -6.206572 0.536650 -0.277 -0.880 -1.660 0.36
H -2.025874 -5.645958 -0.670471 -0.968 -0.661 -0.283 0.23
H -1.577374 -6.960242 -2.842424 0.355 1.673 0.194 0.35
H -0.391413 -5.687179 -3.328329 -0.541 0.163 0.395 0.29
H -3.450099 -5.177738 -2.712794 0.920 -0.115 0.051 0.34
H -2.694640 -5.288922 -4.262285 -0.018 0.236 -0.208 0.49
H -3.506579 -2.989246 -4.689256 1.094 0.764 0.058 0.43
H -1.143285 0.149670 -2.847715 0.083 -0.311 -0.055 0.40
H -0.527224 -4.185490 0.959770 0.921 0.484 -1.012 0.60
I -5.591459 5.952790 -0.745725 0.303 -0.277 -0.034 0.12
C -4.344548 4.546406 -1.633138 0.535 -1.346 1.042 -0.18
C -3.393558 4.800289 -2.582971 0.541 -0.676 -1.385 -0.34
N -2.897961 3.568542 -2.975943 0.312 -0.563 -0.673 0.10
N -3.434913 2.536612 -2.272785 -0.362 1.091 1.353 -0.39
C -4.254349 3.102363 -1.350885 1.278 2.103 -3.183 -0.44
H -3.006255 5.706703 -3.081610 -0.632 -0.626 0.514 0.42
H -2.286293 3.310419 -3.817854 -1.416 0.829 2.004 0.24
H -4.737121 2.557846 -0.587088 -0.505 -0.591 0.376 0.48
```
Positions in Å, forces in eV/Å.

Molecular formula: C19H28N6O4S
Method: DFT, wB97M-V/def2-TZVPD

**HOMO energy**: -8.8369 eV
**F_max**: 2.30 eV/A
**Structure (SMILES)**: CNC(=O)[C@@H](NC(C)=O)C(C)C.O=C(Nc1cnns1)Nc1ccccc1CCO
**Lowest unoccupied orbital energy**: -0.008 Eh
**Total charge**: 0
**Orbital gap**: 8.63 eV
**Electronic energy**: -48123.766 eV
**Energy relative to the best compared isomer or geometry (same formula, charge and spin)**: 0.7522 eV

Structure (XYZ):
```
58
Properties=species:S:1:pos:R:3:forces:R:3:nbo_charge:R:1
C 0.709245 7.260844 2.411602 -0.062 -0.271 -0.432 -0.41
N 1.377972 6.014592 2.042555 0.350 -0.057 1.068 -0.61
C 1.274692 5.427856 0.841840 -0.158 0.559 -1.162 0.65
O 0.623206 5.923909 -0.071179 0.100 -0.312 0.337 -0.63
C 2.064186 4.128696 0.604800 0.214 -0.177 0.693 -0.13
N 3.262519 4.036222 1.467274 -2.125 -0.625 -0.606 -0.63
C 4.410210 4.695728 1.319431 1.677 0.833 0.052 0.68
C 4.616758 5.593794 0.116759 -0.191 -0.251 0.172 -0.72
O 5.291611 4.576503 2.154174 0.214 -0.089 0.232 -0.63
C 1.176781 2.879929 0.810559 -0.023 -0.524 -0.429 -0.21
C -0.129174 2.918245 0.009477 0.175 0.553 0.309 -0.61
C 1.935932 1.608880 0.398014 0.141 0.403 0.397 -0.61
H 0.925707 8.031056 1.667566 -0.071 -0.073 0.072 0.21
H 1.055745 7.599157 3.389081 0.047 -0.181 -0.134 0.21
H -0.370726 7.103974 2.447469 0.045 0.126 -0.011 0.21
H 1.977970 5.576914 2.724761 -0.040 0.073 -0.097 0.40
H 2.371667 4.136513 -0.440787 -0.031 0.162 -0.044 0.23
H 3.226529 3.420181 2.264528 0.053 -0.014 0.047 0.40
H 5.617795 6.019731 0.162694 -0.129 -0.114 0.110 0.25
H 4.517115 5.009113 -0.795834 -0.112 0.109 -0.164 0.23
H 3.881574 6.395738 0.125137 -0.122 0.060 -0.199 0.23
H 0.921589 2.800121 1.868398 0.031 0.088 0.226 0.19
H 0.085909 3.094084 -1.045061 -0.124 -0.007 -0.020 0.23
H -0.775431 3.716630 0.374314 -0.067 0.017 -0.198 0.22
H -0.666265 1.976129 0.117798 0.069 -0.049 -0.003 0.21
H 2.821240 1.472509 1.018411 0.122 -0.135 -0.114 0.21
H 2.238268 1.683608 -0.647479 0.011 -0.075 -0.029 0.21
H 1.292892 0.737730 0.523900 0.006 -0.013 -0.049 0.21
O -2.939237 -1.762875 -1.157343 0.267 -0.002 -0.590 -0.62
C -1.925830 -2.436978 -1.111603 -1.585 0.636 0.709 0.79
N -0.693554 -1.881579 -1.403563 0.376 -0.307 -0.126 -0.62
C -0.479280 -0.651535 -2.054525 -0.852 -0.138 0.125 -0.04
C 0.749446 -0.222092 -2.459419 -0.180 0.361 -0.183 -0.17
N 0.741446 0.992180 -3.121065 -0.924 -0.544 0.376 -0.17
N -0.437021 1.492006 -3.236803 0.426 -0.213 0.175 -0.35
S -1.658546 0.551382 -2.535004 1.373 -0.930 0.228 0.62
N -1.933424 -3.744945 -0.665603 1.245 0.353 -0.224 -0.64
C -3.010341 -4.640805 -0.525278 -1.033 -0.592 -0.006 0.23
C -4.325168 -4.357799 -0.947350 -0.027 0.068 -0.073 -0.26
C -5.352614 -5.290709 -0.794298 0.651 -0.242 0.188 -0.19
C -5.081944 -6.536335 -0.233781 0.104 0.025 -0.015 -0.23
C -3.784808 -6.843573 0.177577 -0.207 0.713 -0.345 -0.19
C -2.744714 -5.909029 0.043808 -0.272 -0.214 0.304 -0.08
C -1.365811 -6.286082 0.549259 -0.513 0.013 -0.451 -0.45
C -0.405387 -6.604713 -0.597533 0.408 0.497 0.855 -0.05
O 0.911323 -6.781280 -0.070249 0.196 -0.322 -0.251 -0.72
H 0.104335 -2.498026 -1.313355 0.024 0.342 -0.238 0.40
H 1.659857 -0.788602 -2.292979 0.009 0.341 -0.164 0.22
H -1.024273 -4.129369 -0.450063 -0.265 -0.042 -0.113 0.39
H -4.586648 -3.413745 -1.410531 0.343 -0.012 0.173 0.25
H -6.359787 -5.047414 -1.120944 0.201 0.033 0.031 0.22
H -5.877329 -7.267135 -0.118815 0.125 0.084 0.004 0.22
H -3.590996 -7.818879 0.614760 0.133 0.160 -0.015 0.21
H -0.967870 -5.465926 1.154070 0.150 0.019 0.060 0.19
H -1.432165 -7.161216 1.203711 0.011 0.185 -0.091 0.23
H -0.728261 -7.517819 -1.108593 0.362 0.095 0.157 0.20
H -0.393466 -5.796630 -1.334273 -0.111 -0.075 -0.198 0.15
H 1.196552 -6.018863 0.459583 -0.435 -0.305 -0.327 0.46
```
Positions in Å, forces in eV/Å.

Molecular formula: C4H12NO2
Method: DFT, wB97M-V/def2-TZVPD

**HOMO energy**: -2.1612 eV
**F_max**: 3.12 eV/A
**Lowest unoccupied orbital energy**: 0.125 Eh
**Total charge**: -1
**Orbital gap**: 5.55 eV
**Electronic energy**: -9926.714 eV
**Energy relative to the best compared isomer or geometry (same formula, charge and spin)**: 1.5099 eV

Structure (XYZ):
```
19
Properties=species:S:1:pos:R:3:forces:R:3:nbo_charge:R:1
C 1.834149 -1.919388 0.802580 1.139 -1.098 0.149 -0.62
C 0.866567 -0.842364 0.433900 -1.923 0.080 -0.201 -0.07
C 0.397747 -1.016471 -1.028179 0.327 1.907 -0.001 -0.45
C -0.719078 0.047608 -1.477019 -0.873 -2.803 -1.054 -0.03
O -1.832128 -0.570908 -1.991843 0.242 0.228 0.495 -0.98
N 1.335957 0.500113 0.822848 1.137 -0.837 -0.048 -0.85
H 1.462701 -2.939323 0.953972 -0.832 0.318 0.049 0.21
H 2.403465 -1.709726 1.715817 0.111 0.243 -0.253 0.20
H 2.494544 -2.117210 -0.055051 0.407 0.492 0.287 0.19
H -0.071897 -0.911548 1.008896 0.228 -0.415 0.154 0.18
H -0.004928 -2.008983 -1.208651 -0.019 -0.098 -0.038 0.21
H 1.268501 -0.806119 -1.669247 0.121 -0.475 -0.044 0.15
H -0.286471 0.631061 -2.312038 0.467 0.857 0.645 0.09
H -0.956910 0.580512 -0.547990 0.059 1.009 0.210 0.06
H 0.561000 1.125931 0.723109 -0.081 0.506 -0.384 0.36
H 2.129931 0.785431 0.243215 -0.535 0.128 0.054 0.34
H -3.450678 2.998956 1.029585 0.206 -0.366 0.188 0.48
H -3.876631 4.399322 0.964725 -0.396 1.009 -0.555 0.46
O -3.555842 3.773106 1.591371 0.215 -0.685 0.346 -0.94
```
Positions in Å, forces in eV/Å.

Molecular formula: C4H10NOS
Method: DFT, wB97M-V/def2-TZVPD

**HOMO energy**: -12.6470 eV
**F_max**: 1.11 eV/A
**Structure (SMILES)**: [NH3+][C@H](C=O)CCS
**Lowest unoccupied orbital energy**: -0.153 Eh
**Total charge**: +1
**Orbital gap**: 8.49 eV
**Electronic energy**: -18675.360 eV
**Energy relative to the best compared isomer or geometry (same formula, charge and spin)**: 1.7462 eV

Structure (XYZ):
```
17
Properties=species:S:1:pos:R:3:forces:R:3:nbo_charge:R:1
N 1.302304 -1.272215 0.216475 0.237 0.210 0.280 -0.68
C 0.770194 -0.040062 -0.515538 0.039 -0.258 0.488 -0.14
C 1.915243 0.960937 -0.413473 0.911 -0.197 -0.146 0.40
O 2.365516 1.211021 0.669698 -0.141 -0.060 0.134 -0.47
C -0.451305 0.478971 0.289682 0.428 -0.654 -0.675 -0.42
C -1.794824 -0.001807 -0.257653 0.118 0.678 0.874 -0.52
S -2.996615 0.171741 1.110365 -0.071 -0.211 -0.018 -0.01
H 2.105368 -1.691892 -0.259046 -0.178 -0.143 -0.106 0.45
H 0.574732 -1.974716 0.361716 0.034 -0.038 -0.084 0.45
H 1.650036 -0.968687 1.135357 -0.096 0.074 0.010 0.46
H 0.593194 -0.405158 -1.522444 -0.287 0.377 -0.195 0.24
H 2.414250 1.333349 -1.322831 -0.444 0.229 -0.107 0.17
H -0.299510 0.089801 1.294632 -0.113 0.230 0.306 0.22
H -0.402725 1.559329 0.356056 -0.125 0.137 0.047 0.26
H -1.711831 -1.035593 -0.587446 -0.326 -0.009 -0.221 0.20
H -2.113660 0.680934 -1.032564 -0.035 -0.313 -0.493 0.25
H -3.920368 0.904047 0.477014 0.050 -0.052 -0.093 0.15
```
Positions in Å, forces in eV/Å.